{"formula": "C2H24NO8S", "method": "ωB97M-V/def2-TZVPD", "gap_ha": 0.327, "e_tot_ev": -31160.830, "total_charge": 1, "lumo_energy_ev": -2.974, "relative_energy_ev": 0.000, "symbols": ["H", "S", "H", "H", "H", "H", "N", "H", "H", "H", "H", "H", "H", "O", "O", "H", "H", "O", "H", "H", "O", "H", "H", "H", "H", "C", "O", "H", "H", "O", "O", "C", "H", "H", "O", "H"], "coordinates": [[0.686, 0.791, 0.465], [1.648, -2.810, -1.687], [0.302, -0.856, 0.423], [-0.599, 1.733, 3.963], [3.654, -1.974, -0.695], [-1.749, -2.947, -0.623], [0.934, -0.140, 0.119], [-2.018, -3.425, 0.684], [0.697, 0.084, -0.886], [0.357, -2.940, -1.307], [-0.247, 0.788, -2.817], [-1.084, 0.962, 2.985], [-3.301, -0.777, -0.466], [1.932, 2.631, 0.097], [-1.256, 1.233, 0.763], [-3.353, 1.958, -2.947], [-1.489, 0.412, -2.048], [-2.973, 1.218, -2.508], [1.815, 2.847, 0.911], [3.005, 0.031, -0.463], [1.328, 2.935, 2.667], [-1.744, 1.571, -0.111], [0.405, 2.747, 2.553], [-3.849, -0.780, 1.007], [-1.360, 1.885, 1.490], [2.639, -2.039, -0.293], [-1.232, -3.276, 0.146], [1.347, 3.321, 3.530], [-3.649, 1.235, -1.687], [-3.473, -0.188, 0.307], [-1.069, 1.889, 3.247], [2.307, -0.553, 0.147], [2.651, -2.872, 0.605], [2.756, -0.365, 1.152], [-0.490, 0.401, -2.001], [2.066, 3.313, -0.433]], "atomic_forces_ev_per_a": [[0.1961, -0.0982, 0.8197], [0.7689, 0.6101, -0.2877], [-0.5906, -0.3290, 0.3705], [3.6324, 0.0107, 6.1761], [-0.2701, -0.3937, -0.0060], [1.0266, -0.2298, 0.0142], [0.2236, 0.9413, -2.2992], [0.3174, -0.4761, 0.9006], [-0.5355, -0.7963, 0.5268], [0.6444, 0.2411, 0.6724], [0.5509, 0.6175, -1.4620], [-0.7041, -0.2830, -0.8172], [-0.3508, 0.5049, 1.0223], [0.1270, -7.5770, -5.1085], [-1.0575, 1.5635, -2.3336], [-0.0612, 1.1214, -1.3076], [1.3490, 0.1929, -0.0484], [-2.6963, -0.5926, 3.8791], [-0.8923, 2.7369, 8.2973], [-1.0974, 0.5315, -0.3171], [0.7438, -0.1304, -0.4517], [1.6134, -0.8803, 3.2479], [-0.8805, -0.2083, -0.2111], [0.3963, 0.8104, -1.0096], [-0.3278, -0.1281, -1.2699], [-1.3767, -1.7148, 2.1341], [-1.4606, 0.7772, -0.8523], [0.4585, 0.5627, 0.7910], [2.2403, -0.5586, -2.3301], [-0.4981, -1.5404, -0.3085], [-3.3404, -0.0874, -4.5339], [3.3220, -1.3050, 1.1522], [-0.0732, 2.4402, -2.0621], [-0.6291, -0.4596, -0.4397], [-1.6605, -0.6556, 0.8212], [0.8920, 4.7818, -3.3693]]}